[1]
This record from OMol25 describes C37H41ClF3N3OPPd as an isolated structure. The level of theory is ωB97M-V with the def2-TZVPD basis set.

```
88
Properties=species:S:1:pos:R:3:mulliken_charge:R:1
C 0.95011 3.40148 -0.40868 0.068
C 3.94341 1.47192 0.05950 0.299
C -1.27246 3.94344 -0.73107 -0.519
C 0.78026 -0.02781 -0.87747 0.072
C 1.25973 4.71634 0.00715 -0.834
H 0.20719 -2.27700 4.03439 0.269
H -1.48643 -3.92516 2.72624 0.296
H -2.56996 -1.18181 0.32674 0.086
H 0.78088 -5.00150 0.28560 0.337
H -5.40088 -3.16080 -3.23712 0.395
H -2.53855 -4.66694 1.52739 0.536
C -1.55742 -4.20550 1.67577 -1.979
C 0.26440 5.64169 0.04664 -0.749
F 8.20293 1.75906 -0.50111 -0.288
H 3.42666 1.51707 1.01279 0.394
O -1.91307 -0.50369 -2.46140 -0.737
H -4.17312 6.51112 -0.82091 0.370
C 1.82644 -3.73684 2.45113 -1.988
C -2.58233 3.53116 -1.13860 0.343
C -3.16919 -0.66014 -2.42518 0.515
H -0.84975 -4.27465 -0.98656 0.219
H 1.31249 -3.85260 -0.96075 0.386
N 0.18506 -1.20971 -0.48069 0.322
H -2.79085 -1.80183 1.98063 0.234
H -0.80813 -4.97050 1.47866 0.268
C -4.14415 0.27279 -1.91121 0.244
C -0.94847 0.31878 2.04975 -1.729
C 1.97422 0.43021 -0.99680 -1.243
Pd -0.81786 1.06284 -1.41886 0.009
C -3.71528 -1.89918 -2.92416 -0.348
C -3.85801 1.60584 -1.46857 -0.013
C 1.61235 -3.11291 1.06814 2.427
H 5.85120 1.24401 -3.28615 0.391
H 2.76102 -1.91777 -0.35263 0.405
H 1.70721 2.63437 -0.49050 0.149
H 2.15426 -3.00330 3.18675 0.339
H -6.21498 0.60715 -1.41732 0.364
C 1.52343 -4.24687 0.03362 -2.074
H 2.49768 -4.74309 -0.00017 0.622
H 2.62049 -4.48646 2.37191 0.535
C 5.21982 1.95925 -0.03643 -1.245
C 5.31453 1.31354 -2.34717 -0.722
C -2.65231 -2.08340 0.93688 -1.832
H -1.47094 -1.90239 3.61397 0.330
H 2.28185 4.95353 0.26772 0.495
H -0.78492 0.71445 1.04856 0.328
C -2.12038 6.20060 -0.35519 -0.883
P 0.11498 -1.98256 0.86851 0.299
H 1.25693 0.58770 3.36697 0.661
C -5.50717 -0.10008 -1.83605 -1.089
F 7.41498 3.72860 -0.86588 -0.290
N -2.71742 2.19745 -1.53051 -0.244
C -3.58438 4.47282 -1.18467 -0.286
C 3.25262 0.89383 -1.07166 1.082
F 7.84473 2.40840 -2.53773 -0.308
H 3.58484 0.37361 -3.15194 0.432
H 0.94053 -4.23914 2.84087 0.212
H -1.93493 7.22253 -0.04709 0.370
H -3.00361 -2.58898 -3.35871 0.473
C -0.46411 -1.49284 3.68420 -1.969
H -3.55051 -2.62093 0.61964 0.675
H -1.99640 0.04178 2.13804 0.258
H 2.10590 -0.91218 3.01927 0.278
H 3.11000 -1.48687 1.30715 0.318
N -0.25316 3.03084 -0.75758 -0.006
H -1.45942 -2.67055 -1.41942 0.224
H -2.57140 -3.93766 -0.84398 0.593
C 2.86608 -2.31969 0.65520 -2.186
C -5.95006 -1.30628 -2.28496 0.163
H -0.48965 -0.71455 4.45466 0.527
H -4.56298 4.19939 -1.55677 0.486
H 1.78078 0.24355 1.71324 0.175
C -1.04989 5.27489 -0.33617 1.306
H 3.71447 -3.01179 0.67080 0.601
H 5.68676 2.38721 0.84591 0.327
H 0.45488 6.66406 0.35292 0.387
C -5.03837 -2.21408 -2.85509 -0.572
C 7.31174 2.43283 -1.29386 0.948
C 4.04004 0.81967 -2.27624 -1.122
C 1.38035 -0.20492 2.62251 -2.037
C -1.57261 -3.50557 -0.72908 -1.776
C 5.94138 1.90526 -1.23742 0.244
C -1.44490 -3.01015 0.72240 2.242
Cl -7.64240 -1.73991 -2.18285 -0.283
H -4.71800 2.13512 -1.04203 0.377
C -3.35469 5.80318 -0.78124 -0.864
H -0.75705 1.12313 2.76638 0.582
C 0.00299 -0.84596 2.37701 2.930
```

Charge ... -1
M ... 773.60 g/mol
Highest occupied orbital energy ... -2.55 eV
Spin multiplicity ... 1
Orbital gap ... 4.36 eV


[2]
This record from OMol25 describes C18H25AsBHgN8O as an isolated structure. The level of theory is ωB97M-V with the def2-TZVPD basis set.

```
55
Properties=species:S:1:pos:R:3:nbo_charge:R:1
C 1.33936 -4.80356 -0.00372 -0.255
H 3.45113 -2.73093 0.77282 0.225
H -0.24062 -3.34235 0.03375 0.209
H 0.85486 -5.47894 0.68817 0.228
H -4.98600 3.36656 -0.51592 0.226
C 4.54681 -4.46209 -1.92076 0.656
N 1.23162 -2.78141 -1.26899 -0.439
H 4.43116 2.00213 1.01646 0.224
C -4.11168 2.81298 -0.22066 -0.363
C 2.59154 -5.08175 -0.51939 -0.118
N -1.71791 -0.28146 2.12529 -0.335
H -2.04881 -3.26641 3.38069 0.227
C 4.50030 0.98623 1.40100 -0.949
H 2.78533 -2.39347 -2.55015 0.195
N -2.56061 1.79153 0.97562 -0.337
C 1.46270 2.64580 1.20690 -0.055
N -1.91457 -0.99567 1.00510 -0.339
As 3.24623 -0.19179 0.44985 0.891
H 4.25166 1.00855 2.46123 0.234
C 3.16442 -4.18450 -1.41256 -0.190
N 5.27776 -3.36064 -2.24054 -0.820
H 4.18182 0.99931 -1.57689 0.234
C -3.70747 2.49562 1.05704 -0.012
H -1.62891 -0.68130 4.19855 0.219
C -1.74235 -1.08367 3.20526 -0.014
H -4.16142 2.71991 2.00771 0.220
H -2.32771 -3.01518 0.66414 0.204
H 5.52217 0.62690 1.27272 0.213
H 4.97016 -2.43039 -2.01998 0.400
C 4.19250 -0.04807 -1.27409 -0.967
H -0.08682 2.60285 4.06723 0.220
H 5.07142 -1.99461 0.73221 0.212
H 6.23271 -3.49616 -2.52330 0.409
N -0.32574 1.87290 2.09296 -0.332
C -2.07123 -2.25947 1.38926 -0.071
H 4.05776 -1.85524 2.17777 0.231
C 1.49348 3.03898 2.55142 -0.366
O 4.97689 -5.59244 -2.03220 -0.598
H -2.25484 1.61589 3.19008 -0.045
N -2.20353 1.63922 -0.30728 -0.328
Hg -0.15948 0.03550 -0.82837 0.827
N 0.36635 1.94717 0.94929 -0.339
H -3.05239 2.25451 -2.11594 0.204
C -1.96722 -2.37668 2.78038 -0.361
C 0.32664 2.52088 3.07558 -0.018
H 3.14290 -5.97142 -0.24408 0.243
H 5.23158 -0.36680 -1.16823 0.206
C 2.42395 -3.06742 -1.77992 0.052
C 0.71017 -3.62599 -0.38548 0.046
B -1.74505 1.26890 2.16298 0.559
C 4.04659 -1.87612 1.08792 -0.956
H 2.15232 2.87895 0.41177 0.202
H 3.70693 -0.62221 -2.06275 0.213
H 2.24211 3.62269 3.05907 0.227
C -3.12359 2.24809 -1.04022 -0.049
```

M ... 655.78 g/mol
Highest occupied orbital energy (alpha / beta) ... -7.85 / -8.74 eV
Spin multiplicity ... 2
Orbital gap (alpha / beta) ... 8.14 / 6.93 eV


[3]
This record from OMol25 describes a 2-piece molecular cluster, C3H8O2P overall in a non-equilibrium geometry. The level of theory is ωB97M-V with the def2-TZVPD basis set.

```
14
Properties=species:S:1:pos:R:3:nbo_charge:R:1
C 0.08069 -1.46410 1.49610 -1.235
C 0.95458 0.53493 -0.45760 -0.743
P 0.26067 -1.21444 -0.16767 1.981
H -2.33778 -0.81331 -0.79118 0.422
H 1.85273 0.52020 0.11706 0.211
H 1.43619 0.60251 -1.55746 0.217
H -1.07884 1.41909 -0.24198 0.275
C 0.02948 1.62976 -0.09486 -0.644
H 0.13907 1.66213 1.06802 0.183
H 0.27918 2.52012 -0.61964 0.193
H -0.38176 -2.32967 1.82547 0.206
O -1.65402 -0.37243 -1.28058 -1.154
O 0.87262 -2.20891 -1.06672 -1.113
H -0.45280 -0.48589 1.77104 0.201
```

Charge ... -1
M ... 107.07 g/mol
Highest occupied orbital energy ... -3.78 eV
Spin multiplicity ... 1
Orbital gap ... 8.03 eV


[4]
This record from OMol25 describes a 9-piece molecular cluster, C10H32ClO14 overall in a non-equilibrium geometry. The level of theory is ωB97M-V with the def2-TZVPD basis set.

```
57
Properties=species:S:1:pos:R:3:nbo_charge:R:1
C 3.79915 1.78324 2.46304 -0.101
O 5.63628 0.53134 1.86777 -0.500
H 1.50497 1.00685 -2.00348 0.478
H 0.00890 -0.22007 -3.05746 0.193
O -0.78373 -0.71733 1.44079 -0.874
C -4.07164 1.96122 1.64088 -0.243
H 0.01785 -4.00719 -1.54286 0.161
O -4.90169 -1.71290 -0.83518 -0.729
C -0.95560 -3.63029 -1.21284 -0.266
H 1.54724 -0.92331 -3.59806 0.155
H 0.12445 -1.49872 3.09540 0.494
H -3.89734 2.27520 2.67257 0.152
C 5.46446 0.45789 3.21701 0.975
H 3.60006 2.85196 2.54523 0.195
H 2.34882 -1.50543 4.78441 0.173
H -2.51930 -0.24836 -2.48724 0.494
O -1.94982 -4.44355 -1.81648 -0.741
O -1.36958 0.09486 -0.67954 -0.895
O 6.11432 -0.23519 3.94621 -0.596
H 3.50889 0.10986 0.27318 0.236
H -0.99113 2.21512 -4.68205 0.469
H -1.01057 -2.59903 -1.55602 0.204
C 1.45985 -1.01154 4.38855 -0.240
O 0.63642 -1.97120 3.76256 -0.744
H -1.97906 -5.30689 -1.40107 0.464
H 0.82885 0.33870 -4.58388 0.162
H -0.98480 3.88399 -2.34634 0.177
O -2.74483 -0.66023 -3.33113 -0.959
O 0.07145 1.28394 0.64860 -0.896
H -3.13211 -1.50453 -3.08669 0.465
H -5.11090 2.16772 1.38045 0.166
H 2.82934 1.28837 2.40522 0.207
O -3.14578 2.52776 0.73376 -0.732
O 1.75067 1.00192 -2.93505 -0.741
H 1.80152 -0.27730 3.65513 0.158
H -4.39002 -2.77035 0.92439 0.147
O -0.82507 3.02991 -4.20659 -0.743
H -4.94255 -2.40806 -1.49506 0.460
H -3.16908 -2.66432 -0.27030 0.173
Cl -0.28165 -0.06760 0.26529 2.533
H -2.38975 1.93272 0.70584 0.490
O 4.47778 1.25775 3.60356 -0.488
C -3.97862 -2.08434 0.17680 -0.248
C 4.77245 1.53086 1.31126 0.069
H -1.07911 2.12559 -2.37734 0.178
H -4.00218 0.87157 1.56959 0.166
H 4.88784 0.71992 -0.68030 0.220
H -2.45543 3.07285 -3.01482 0.158
H 5.37525 2.39965 1.04137 0.175
H 0.93713 -0.52970 5.21957 0.152
C 0.95271 -0.00539 -3.55583 -0.251
C 4.12160 0.98148 0.04646 -0.620
C -1.36745 3.03574 -2.91001 -0.240
H -0.93719 -3.63160 -0.12120 0.175
O 0.90186 -0.69384 -0.31467 -0.844
H -3.58390 -1.18459 0.63978 0.195
H 3.46974 1.77486 -0.32319 0.224
```

Charge ... -1
M ... 411.81 g/mol
Highest occupied orbital energy ... -7.40 eV
Spin multiplicity ... 1
Orbital gap ... 9.93 eV